No. 1
{"formula": "C5H6N2OS", "method": "the ωB97M-V functional and the def2-TZVPD basis", "symbols": ["N", "C", "C", "S", "C", "C", "N", "C", "O", "H", "H", "H", "H", "H", "H"], "positions_angstrom": [[0.0510, 1.9284, -0.5113], [-0.7217, 0.8285, -0.1746], [-2.0239, 0.9986, 0.2203], [-2.8274, -0.4503, 0.4690], [-1.4066, -1.3321, 0.0491], [-0.3199, -0.5512, -0.2703], [0.9396, -1.0471, -0.7205], [1.9460, -0.8935, 0.2080], [1.8425, -0.1748, 1.2015], [1.0346, 1.6401, -0.4242], [-0.2076, 2.8629, -0.1286], [-2.2104, 1.8418, 0.7271], [-1.5120, -2.3191, -0.1269], [0.8735, -1.8310, -1.2282], [2.8316, -1.4238, -0.0106]], "atomic_forces_ev_per_a": [[1.379, -0.139, 0.225], [-0.364, 0.433, -0.239], [1.869, -2.091, -0.991], [0.417, -1.090, 0.013], [0.097, 2.718, 0.074], [-1.916, 0.567, -0.275], [-0.370, 3.804, 3.270], [-1.176, 1.400, 1.357], [0.255, -0.870, -1.514], [-0.510, 1.104, 0.084], [0.464, -1.485, -0.340], [-1.573, 3.082, 1.350], [-0.089, -3.212, -0.290], [0.230, -3.407, -2.341], [1.289, -0.813, -0.383]], "nbo_charge": [-0.808, 0.166, -0.529, 0.463, -0.397, 0.051, -0.608, 0.522, -0.587, 0.386, 0.392, 0.218, 0.212, 0.393, 0.126], "max_force_ev_per_a": 5.03, "e_homo_ev": -7.78, "de_lowest_kcal_mol": 20.0, "gap_ev": 8.54, "smiles": "Nc1cscc1NC=O"}

---

No. 2
{"formula": "C4H7N2O2", "method": "the ωB97M-V functional and the def2-TZVPD basis", "symbols": ["C", "C", "C", "C", "N", "N", "O", "O", "H", "H", "H", "H", "H", "H", "H"], "positions_angstrom": [[0.5497, 0.5663, 0.2497], [-0.1663, -0.4119, 0.7758], [0.9672, 0.6627, -1.2161], [-1.2913, -1.1881, 1.1652], [1.5925, 1.2182, 0.9353], [0.6899, 0.2923, 3.0080], [0.8137, 0.3078, 4.1633], [1.6901, 1.0365, 2.2383], [0.3936, 0.1969, -2.0601], [2.0524, 0.3585, -1.3612], [0.9759, 1.7468, -1.1878], [-0.9602, -2.0696, 1.7455], [-1.4933, -1.7884, 0.2949], [-2.2332, -0.6660, 1.4432], [1.7401, 2.2155, 0.7608]], "atomic_forces_ev_per_a": [[1.643, -2.261, 0.055], [-0.138, 1.303, 0.430], [0.465, -0.057, -0.972], [0.162, -0.355, 0.279], [-1.473, -0.303, -0.934], [-1.438, -0.269, 0.025], [0.698, 0.332, -2.532], [1.820, 0.456, 4.225], [0.011, 0.720, 1.258], [-1.435, 0.078, 0.656], [-0.096, 0.444, -1.502], [-0.328, 0.669, 0.575], [-0.365, -0.211, -1.328], [0.858, -0.329, 0.039], [-0.384, -0.218, -0.273]], "nbo_charge": [0.027, 0.437, -0.610, -0.778, -0.236, 0.389, -0.134, -0.241, 0.272, 0.278, 0.238, 0.307, 0.340, 0.293, 0.418], "max_force_ev_per_a": 4.62, "charge": 1, "e_homo_ev": -14.08, "de_lowest_kcal_mol": 193.0, "gap_ev": 7.99}

---

No. 3
{"formula": "CHClFN", "method": "the ωB97M-V functional and the def2-TZVPD basis", "symbols": ["N", "C", "F", "Cl", "H"], "positions_angstrom": [[-0.8353, -0.2061, -0.5456], [-1.2104, 0.6748, 0.0587], [-1.7188, 1.6095, 0.7267], [1.9418, -0.4188, 0.0075], [1.8226, -1.6595, -0.2474]], "atomic_forces_ev_per_a": [[0.334, -1.457, -1.167], [-0.952, 0.897, 0.664], [-0.029, 0.584, 0.378], [0.752, 0.153, 0.184], [-0.105, -0.177, -0.059]], "nbo_charge": [-0.416, 0.644, -0.233, -0.263, 0.269], "max_force_ev_per_a": 1.90, "e_homo_ev": -11.02, "de_lowest_kcal_mol": 27.4, "gap_ev": 11.48, "smiles": "N#CF.Cl"}

---

No. 4
{"formula": "C4H7NO", "method": "the ωB97M-V functional and the def2-TZVPD basis", "symbols": ["C", "N", "C", "C", "C", "O", "H", "H", "H", "H", "H", "H", "H"], "positions_angstrom": [[1.3989, -0.5196, 0.8297], [0.3000, 0.2477, 0.2387], [-0.2087, 1.2707, 0.8770], [-1.3838, -0.3432, -1.4520], [-0.0063, -0.0922, -1.0749], [-0.4311, -1.4179, -1.3289], [1.1000, -1.5703, 0.8071], [2.3073, -0.3928, 0.2397], [1.5560, -0.1963, 1.8591], [0.3593, 1.7368, 1.6701], [-1.1091, 1.7365, 0.4918], [-2.1763, -0.3750, -0.6988], [-1.7064, -0.0846, -2.4586]], "atomic_forces_ev_per_a": [[0.091, -0.063, 0.053], [0.011, 0.125, 0.041], [0.042, -0.010, -0.032], [-0.302, 0.190, -0.153], [-0.125, 0.167, 0.142], [0.097, -0.125, 0.067], [0.067, 0.116, 0.015], [-0.150, 0.015, 0.038], [-0.031, -0.041, -0.145], [-0.101, -0.138, 0.064], [0.242, -0.069, -0.056], [0.155, 0.045, -0.115], [0.004, -0.212, 0.082]], "nbo_charge": [-0.415, -0.258, -0.188, -0.162, 0.125, -0.511, 0.234, 0.226, 0.209, 0.186, 0.198, 0.170, 0.185], "max_force_ev_per_a": 0.39, "e_homo_ev": [-7.11, -7.31], "de_lowest_kcal_mol": 114.1, "gap_ev": [7.51, 7.84]}